6
Properties=species:S:1:pos:R:3:mulliken_charge:R:1 method="wB97M-V/def2-TZVPD" smiles="N#CC(O)=S" spin_multiplicity=1 lumo_ev=-1.29 de_lowest_kj_mol=144.2 homo_energy_ev=-9.8
N 1.624 -1.298 -0.013 -0.2896
C 0.758 -0.568 -0.185 0.1278
C -0.520 -0.027 -0.044 0.3964
O -0.433 1.286 -0.113 -0.4341
S -1.884 -0.940 -0.052 -0.1847
H 0.455 1.547 0.408 0.3842

***

7
Properties=species:S:1:pos:R:3:mulliken_charge:R:1 method="wB97M-V/def2-TZVPD" charge=-1 spin_multiplicity=1 lumo_ev="1.96 / 0.03" de_lowest_kj_mol=628.6 homo_energy_ev="-6.2 / -3.9"
C 0.141 1.716 -1.160 0.3590
C 0.038 2.749 -1.784 -0.5201
O -0.299 -0.249 1.746 -0.4530
O 1.290 -1.888 0.886 -0.5086
O -1.081 -2.072 0.198 -0.4756
S -0.015 -1.196 0.686 0.8598
H -0.074 0.940 -0.573 -0.2615

***

7
Properties=species:S:1:pos:R:3:mulliken_charge:R:1 method="wB97M-V/def2-TZVPD" charge=-1 spin_multiplicity=1 lumo_ev=3.57 de_lowest_kj_mol=0.0 homo_energy_ev=-3.9
C -1.647 -0.316 -0.022 -0.1046
C 2.162 0.374 0.007 0.7766
O 2.417 -0.480 0.727 -0.3788
O -0.412 -0.281 -0.051 -0.4590
O 2.063 1.239 -0.741 -0.3858
O -2.454 -1.083 -0.547 -0.6303
H -2.129 0.546 0.626 0.1819

***

8
Properties=species:S:1:pos:R:3:mulliken_charge:R:1 method="wB97M-V/def2-TZVPD" charge=-1 spin_multiplicity=3 lumo_ev="2.71 / 1.17" de_lowest_kj_mol=318.7 homo_energy_ev="-2.4 / -3.4"
O -1.121 1.173 0.532 -0.6144
C -0.753 1.999 -0.328 0.5781
O -1.059 1.835 -1.535 -0.6947
O -0.024 2.966 0.008 -0.6498
Li 0.008 -0.410 -0.775 0.6264
Hg 0.516 -0.593 1.009 0.1314
C 1.022 -2.951 0.616 -0.0979
O 1.411 -4.019 0.473 -0.2793

***

6
Properties=species:S:1:pos:R:3:mulliken_charge:R:1 method="wB97M-V/def2-TZVPD" spin_multiplicity=3 lumo_ev="-0.94 / -3.91" homo_energy_ev="-7.8 / -8.5"
C 0.704 0.119 -0.219 -0.0748
C -0.606 0.260 0.358 -0.0629
S 1.008 -0.894 -1.439 -0.0938
S -1.507 -1.020 0.744 -0.0959
I 2.247 1.304 0.674 0.1628
I -1.309 2.266 0.610 0.1646

***

7
Properties=species:S:1:pos:R:3:mulliken_charge:R:1 method="wB97M-V/def2-TZVPD" charge=-2 spin_multiplicity=1 lumo_ev=5.46 de_lowest_kj_mol=110.5 homo_energy_ev=-1.8
C -1.703 0.011 -0.191 0.6303
C -0.038 -1.162 -1.915 0.4667
N -0.414 -0.204 -1.350 -0.3269
O -1.310 -0.282 0.872 -0.4943
O -2.679 0.413 -0.782 -0.5821
O 0.707 -2.155 -2.502 -0.6937
I 5.438 3.378 5.868 -1.0001

***

7
Properties=species:S:1:pos:R:3:mulliken_charge:R:1 method="wB97M-V/def2-TZVPD" charge=-2 spin_multiplicity=1 lumo_ev=5.28 de_lowest_kj_mol=293.6 homo_energy_ev=-1.7
C -1.384 -1.447 0.023 0.6955
C -1.312 1.514 0.055 0.3494
N -0.917 0.423 0.021 -0.4450
O -0.397 -1.993 -0.369 -0.5010
O -2.489 -1.490 0.341 -0.4315
O -1.803 3.051 -0.086 -0.6674
I 8.302 -0.058 0.014 -1.0001

***

8
Properties=species:S:1:pos:R:3:mulliken_charge:R:1 method="wB97M-V/def2-TZVPD" spin_multiplicity=2 lumo_ev="-1.13 / -1.20" de_lowest_kj_mol=5.1 homo_energy_ev="-6.4 / -9.3"
O -0.660 -0.104 1.037 -0.6595
C -0.138 0.643 0.130 0.8435
O 0.460 1.677 0.452 -0.7787
Li 0.805 0.833 2.236 0.8635
Mg -1.640 -1.732 0.230 0.3357
O 1.402 0.010 -1.578 -0.5465
O -0.483 -1.176 -1.335 -0.6830
C 0.255 -0.150 -1.172 0.6249